Entry 1:
Formula: C6H10O
Source: OMol25
Level of theory: ωB97M-V/def2-TZVPD

Values from the calculation:
2S+1: 1
structure (SMILES): C=C(C)/C=C/CO
net charge: 0

Geometry as XYZ:
```
17
Properties=species:S:1:pos:R:3:mulliken_charge:R:1
H 0.834 -2.374 1.785 0.377
H -1.293 -2.540 -1.169 0.257
C -0.022 2.307 -0.988 -0.253
C -0.382 -0.200 -0.630 -0.449
H -0.954 -0.361 -1.535 0.272
H -0.468 -3.482 0.234 0.263
C 0.000 1.006 -0.220 -0.273
C -0.667 -2.560 -0.289 -1.002
H 0.417 1.145 0.776 0.170
C 0.715 -1.357 1.424 -1.319
H -1.076 2.426 -1.286 0.233
O 0.362 3.465 -0.282 -0.507
H 0.570 2.286 -1.898 0.287
H 0.277 -0.641 2.113 0.323
H 1.704 -1.087 1.062 0.317
C -0.236 -1.401 0.232 1.015
H 0.217 3.371 0.669 0.289
```

***

Entry 2:
Formula: C6H10O
Source: OMol25
Level of theory: ωB97M-V/def2-TZVPD

Values from the calculation:
2S+1: 1
net charge: 0

Geometry as XYZ:
```
17
Properties=species:S:1:pos:R:3:mulliken_charge:R:1
H -1.177 -1.847 2.263 0.310
H -0.480 -1.985 -0.736 0.283
H 0.387 -2.856 0.639 0.267
C -1.065 -1.347 1.295 -0.152
H 2.040 1.448 -0.298 0.268
C 1.006 1.661 -0.582 -0.662
C -0.259 -2.026 0.324 -0.747
H -0.681 2.046 0.818 0.362
C 0.048 -0.079 1.244 -0.719
H 0.786 -0.242 -1.650 0.198
H 0.940 2.719 -0.879 0.266
H -2.013 -0.977 0.904 0.219
H 0.095 1.124 -2.594 0.347
O -0.889 0.726 -0.811 -0.454
C 0.311 0.748 -1.594 -0.358
H 1.113 -0.296 1.314 0.347
C -0.162 1.183 0.343 0.227
```

***

Entry 3:
Formula: C6H10O
Source: OMol25
Level of theory: ωB97M-V/def2-TZVPD

Values from the calculation:
2S+1: 1
structure (SMILES): O[C@@H]1CC[C@@H]2C[C@@H]21
net charge: 0

Geometry as XYZ:
```
17
Properties=species:S:1:pos:R:3:mulliken_charge:R:1
C -1.731 0.020 0.144 -0.995
C 1.580 0.209 0.069 -0.719
H 0.269 1.360 1.347 0.263
H -0.939 -1.169 -1.608 0.417
H -0.965 1.377 -1.421 0.390
H -0.572 -1.540 0.721 0.416
H -1.703 -0.057 1.230 0.305
C -0.603 -0.666 -0.700 -0.525
C 0.519 1.296 0.281 -0.818
H 1.261 -1.914 -0.465 0.389
O 0.272 -1.495 1.303 -0.613
H -2.741 0.016 -0.272 0.316
C 0.773 -1.080 0.055 0.054
H 2.378 0.223 0.821 0.339
H 2.038 0.315 -0.922 0.308
C -0.686 0.822 -0.539 0.114
H 0.851 2.283 -0.045 0.359
```

***

Entry 4:
Formula: C6H10O
Source: OMol25
Level of theory: ωB97M-V/def2-TZVPD

Values from the calculation:
2S+1: 1
net charge: 0

Geometry as XYZ:
```
17
Properties=species:S:1:pos:R:3:mulliken_charge:R:1
C 3.641 0.075 -0.662 -0.821
C 2.181 0.020 -0.571 0.143
H 2.972 1.077 -0.376 0.155
C 1.419 0.146 0.616 -0.696
C 0.073 -0.464 0.532 -0.486
O -3.650 0.149 -0.092 -0.522
H 1.607 -0.082 -1.548 0.271
H -1.053 1.263 -0.449 0.452
H 0.122 -1.247 -0.264 0.268
H 4.214 0.134 -1.601 0.276
H -0.371 -0.943 1.424 0.406
C -2.540 -0.360 0.019 -0.112
H -1.744 0.320 1.192 0.167
C -1.262 0.396 0.165 -0.410
H 1.527 1.164 1.014 0.238
H 4.049 -0.368 0.230 0.281
H -2.492 -1.449 0.068 0.391
```

***

Computed values of LUMO energy (unit: eV) for the preceding records, in sequence: 0.924, 0.619, 1.076, 0.610.
Computed values of energy relative to the best compared isomer or geometry (same formula, charge and spin) (unit: kcal/mol) for the preceding records, in sequence: 30.3, 104.4, 42.5, 139.7.
Computed values of orbital gap (unit: eV) for the preceding records, in sequence: 9.6, 8.4, 10.9, 8.3.